The following is a quantum chemistry calculation of a cluster of 2 separate species, C6H14O in total, from the OMol25 dataset.

Summary:
**Orbital gap**: 10.6 eV
**LUMO energy**: 0.038 hartree
**HOMO**: -9.52 eV
**ΔE to the lowest compared entry with this formula, charge and spin**: 2.120 eV
**Spin multiplicity**: 1
**Calculated total energy**: -8494.7725 eV
**SMILES string**: CC(=O)CC(C)C.[H][H]

Structure (XYZ):
```
21
C6H14O (ωB97M-V/def2-TZVPD)
C 2.73937 0.50973 -0.01788
C 1.48504 -0.31576 0.18341
O 1.54954 -1.50659 0.45786
C 0.20057 0.47326 0.34015
C -1.09344 -0.34167 0.32887
C -1.53957 -0.74886 -1.07904
C -2.20258 0.44537 1.02710
H 3.03902 0.70895 1.01440
H 2.59947 1.46735 -0.53294
H 3.53393 -0.06410 -0.49921
H 0.36857 0.86865 1.35344
H 0.13407 1.35194 -0.32098
H -0.88488 -1.25412 0.89884
H -2.49816 -1.27825 -1.03416
H -0.82391 -1.41519 -1.56748
H -1.67664 0.13172 -1.72133
H -3.12773 -0.13888 1.07245
H -2.42388 1.37589 0.48792
H -1.91866 0.71089 2.05180
H 1.27275 -0.48400 -1.71135
H 1.33542 -1.13024 -1.32443
```

Results of the Löwdin charge analysis, in e, for atoms 1 through 6: -0.034, -0.598, -0.001, -0.139, -0.431, -0.082